Record 1
9
Properties=species:S:1:pos:R:3 method="wB97M-V/def2-TZVPD" e_tot_ev=-91065.1808 charge=-1 spin_multiplicity=1 e_homo_ev=-4.8309
C -0.42477 0.01958 0.03017
C 0.94032 0.63862 -0.13665
C -0.72912 -1.61304 0.15038
N -1.25658 0.96799 0.10936
N 0.96507 1.88906 -0.08198
O -0.46939 -2.13921 -0.92226
O -1.09328 -2.02735 1.21564
S -0.52739 2.45910 0.03465
Br 2.59513 -0.19476 -0.39931

---

Record 2
6
Properties=species:S:1:pos:R:3 method="wB97M-V/def2-TZVPD" relative_energy_kcal_mol=0.0 e_tot_ev=-10590.0453 spin_multiplicity=1 e_homo_ev=-10.5653 smiles="O=c1c(F)c1F"
C 0.62544 0.25245 -0.34445
C -0.51255 -0.45319 -0.34508
C -0.15809 0.20417 0.88044
O -0.31745 0.52321 2.01284
F 1.63454 0.64672 -1.07177
F -1.27189 -1.17336 -1.13198

---

Record 3
21
Properties=species:S:1:pos:R:3 method="wB97M-V/def2-TZVPD" e_tot_ev=-38530.9687 charge=+3 spin_multiplicity=1 e_homo_ev=-21.7655
C 2.44906 -0.24044 0.71030
C 1.59552 -1.00087 -0.39299
O 1.53967 -0.34145 -1.64055
C 0.15226 -1.42345 0.12948
O -0.90128 -1.14748 -0.87468
B -1.54564 0.00262 -0.36243
N -2.84919 -0.13259 0.38834
P -0.61022 1.68152 -0.67457
O -1.56897 2.99433 -0.26481
Cl -0.38342 1.86473 -2.73340
H 2.70533 0.79087 0.31479
H 3.43066 -0.74918 0.92703
H 1.89014 -0.17305 1.68544
H 2.13976 -1.99444 -0.56254
H 1.82936 0.58942 -1.57629
H -0.11353 -0.86020 1.08073
H 0.12827 -2.53812 0.32501
H -3.45312 -0.83558 -0.07613
H -2.57286 -0.60947 1.27795
H -1.04796 3.77522 -0.59308
In -2.81385 0.34762 2.91238

---

Record 4
21
Properties=species:S:1:pos:R:3 method="wB97M-V/def2-TZVPD" e_tot_ev=-82501.8377 charge=-1 spin_multiplicity=2 e_homo_ev="0.7788 / -7.5961"
O 1.47992 2.98148 -0.74576
H 0.61050 3.35846 -0.61076
H 1.81975 2.83948 0.13775
O 2.82740 2.66216 1.51460
H 3.51580 3.30750 1.67544
H 2.87372 2.06975 2.26502
C 0.89823 -0.55913 0.81287
Cl 2.27048 -0.45907 1.94478
Cl -0.59600 -1.04596 1.73903
H 0.68944 0.42640 0.39666
H 1.14235 -1.26005 0.01460
C -0.45818 -4.36305 -1.09763
Cl -0.78572 -2.68935 -1.52369
Cl -0.67372 -5.44935 -2.45253
H 0.53885 -4.42509 -0.66151
H -1.14441 -4.66974 -0.30825
C -2.86205 1.54457 -0.53568
Cl -4.52911 1.55770 0.13241
Cl -2.81116 0.28893 -1.80650
H -2.74354 2.47997 -1.08258
H -2.06246 1.40429 0.19170

---

Record 5
49
Properties=species:S:1:pos:R:3 method="wB97M-V/def2-TZVPD" e_tot_ev=-126715.1569 charge=-1 spin_multiplicity=1 e_homo_ev=-7.3863
Y 21.12960 -1.18507 -20.40040
C 13.79527 0.71306 -23.02707
F 14.08486 1.64050 -22.09451
F 12.46000 0.68579 -23.26535
F 14.38175 0.97546 -24.20535
S 14.46584 -0.98006 -22.35243
O 15.93204 -0.85576 -22.19848
O 13.73037 -1.14574 -21.08397
O 14.03787 -1.93506 -23.35179
C 18.40483 -8.20713 -17.54070
F 18.25392 -8.54655 -18.87393
F 17.55298 -8.97929 -16.83480
F 19.63895 -8.37767 -17.11129
S 17.96196 -6.30762 -17.39328
O 16.53825 -6.22901 -17.70830
O 18.28745 -5.94952 -16.01296
O 18.76681 -5.61284 -18.42003
C 17.16867 1.54574 -13.67482
F 16.38828 2.24289 -12.94473
F 18.36950 2.09595 -13.82817
F 17.49827 0.33145 -13.16343
S 16.40316 1.12764 -15.41697
O 17.42480 0.57191 -16.31877
O 15.35283 0.18698 -15.20348
O 15.90226 2.40750 -15.90545
N 21.14083 -1.76772 -25.12154
S 20.41382 -2.75284 -26.15733
O 21.22381 -3.76822 -26.86411
O 19.10045 -2.52641 -26.75097
F 19.84338 -3.66244 -24.93432
S 21.52922 -0.92691 -26.55296
O 20.48374 -0.06580 -27.09749
O 22.53761 -1.44548 -27.50478
F 22.35537 0.24981 -25.77179
O 23.62504 -5.24474 -20.67726
H 24.19019 -5.66013 -20.02589
H 23.86889 -5.65840 -21.50530
O 19.54806 2.90840 -21.94021
H 19.53345 3.68795 -21.38493
H 19.25522 3.21859 -22.79709
O 25.41121 -0.32485 -21.43237
H 26.04373 -1.02020 -21.25171
H 25.93718 0.39161 -21.78772
O 22.90642 -2.46505 -16.44153
H 22.79187 -2.33589 -15.50003
H 23.73887 -2.93095 -16.52032
O 22.56814 2.35343 -18.40978
H 21.96927 3.06431 -18.18122
H 23.35639 2.79566 -18.72495

---

Record 6
16
Properties=species:S:1:pos:R:3 method="wB97M-V/def2-TZVPD" relative_energy_kcal_mol=54.9 e_tot_ev=-16760.6149 charge=+1 spin_multiplicity=1 e_homo_ev=-13.2552
C 2.13906 1.02206 -0.90492
C -0.06303 1.37066 1.17651
C -0.21471 -0.64597 -1.33968
N -0.46975 -1.61092 -0.36857
F -2.17517 -1.06738 1.66617
P 0.48484 0.88415 -0.53188
H 2.61537 0.80254 -1.88490
H 2.79706 1.86129 -0.52574
H 0.76419 1.74444 1.71290
H -0.82521 2.04504 1.15553
H -0.49220 0.34767 1.54675
H 0.61008 -1.01949 -1.99502
H -1.06042 -0.49251 -2.02131
H -1.28262 -1.57132 0.19775
H 0.09453 -2.44243 -0.10089
H -2.92203 -1.22783 2.21732

---

Record 7
24
Properties=species:S:1:pos:R:3 method="wB97M-V/def2-TZVPD" e_tot_ev=-68848.3600 charge=+2 spin_multiplicity=8 e_homo_ev="-15.0922 / -15.0327"
C -2.13532 0.72333 -1.05397
P -1.34684 -0.81214 -1.94272
O -2.47369 -2.12763 -1.79365
In 0.80344 -1.23765 -0.68138
C 2.34643 0.15331 -1.56939
O 1.24672 -3.27171 -0.92504
C 1.32980 -3.89145 0.43336
N 1.18967 -4.20999 1.69705
P 0.75734 -0.80744 1.80595
P 0.19741 1.26543 2.27800
O 1.17849 1.73004 3.46567
O 0.50530 2.40501 0.96158
O -1.50312 1.41829 2.72024
H -1.65729 1.67567 -1.55227
H -3.29814 0.64926 -1.18039
H -1.77663 0.62246 0.07807
H -3.30849 -1.90970 -2.33469
H 2.89433 -0.32479 -2.49364
H 3.14627 0.57852 -0.80910
H 1.75744 1.11037 -1.96893
H 2.13114 -0.98292 2.29191
H 0.02711 3.25610 1.15586
H -1.99931 0.59262 2.41049
Gd -0.01207 3.39498 -0.99302